(1)
11
Properties=species:S:1:pos:R:3:lowdin_charge:R:1 method="wB97M-V/def2-TZVPD" energy_ha=-1167.0423 relative_energy_ev=4.530 largest_force_ha_per_bohr=0.280 orbital_gap_ev=9.264 charge=0
C -0.59 -0.61 -0.10 -0.58
H -0.29 0.85 1.55 0.18
S -0.60 -1.97 1.09 0.67
C 1.08 0.42 -1.44 -0.25
F -0.68 1.76 -0.34 0.05
H -1.88 -1.18 2.00 0.08
N 1.09 1.24 -2.39 0.21
H -0.93 -0.84 -1.21 0.18
Cl 2.34 -0.44 0.63 0.63
C -0.30 0.71 0.42 -0.37
C 0.76 0.07 -0.20 -0.81


(2)
11
Properties=species:S:1:pos:R:3:lowdin_charge:R:1 method="wB97M-V/def2-TZVPD" energy_ha=-799.1249 relative_energy_ev=1.421 largest_force_ha_per_bohr=0.058 orbital_gap_ev=10.332 charge=0 smiles="[H]/N=c1/cc(Cl)ocn1"
C -0.08 -1.40 0.75 -0.20
N 1.84 1.41 0.28 0.14
N 0.93 -0.70 0.83 0.16
H -0.22 -2.36 1.18 0.13
C -1.22 -0.06 -0.67 -0.74
C -0.25 0.78 -0.84 -0.01
H -0.37 1.67 -1.43 0.12
H 2.49 1.26 1.04 0.06
C 0.92 0.58 0.09 -0.38
Cl -2.75 -0.07 -1.44 0.77
O -1.29 -1.09 0.21 -0.03


(3)
12
Properties=species:S:1:pos:R:3:lowdin_charge:R:1 method="wB97M-V/def2-TZVPD" energy_ha=-1217.8205 relative_energy_ev=2.928 largest_force_ha_per_bohr=0.075 orbital_gap_ev=7.124 charge=-1
N -0.44 -0.21 2.30 0.16
H -0.90 1.76 -0.05 0.12
C -0.67 0.71 -0.07 -0.15
C 2.27 0.26 0.53 -1.10
S 3.79 0.19 1.08 0.34
O -2.71 -0.02 -1.07 0.09
O -1.29 -1.56 -0.70 0.09
C -1.62 -0.27 -0.64 -0.60
Cl 2.06 0.02 -1.36 0.24
C -0.43 0.14 1.21 -0.34
H 0.29 0.65 -0.84 0.02
H -0.35 -1.68 -0.38 0.13


(4)
10
Properties=species:S:1:pos:R:3:lowdin_charge:R:1 method="wB97M-V/def2-TZVPD" energy_ha=-1087.7574 relative_energy_ev=1.769 largest_force_ha_per_bohr=0.096 orbital_gap_ev=8.601 charge=0 smiles="O=C=C[C@@H](Cl)C=S"
C 0.00 -0.04 -0.66 -0.78
H -0.49 -0.50 -1.50 0.10
H 1.62 -1.29 -1.22 0.03
H -1.87 -0.24 0.10 0.14
C 1.20 -0.93 -0.34 -0.73
S 1.36 -1.52 1.10 0.80
Cl 0.85 1.36 -1.40 0.63
C -0.95 0.29 0.30 -0.21
C -0.87 1.05 1.35 -0.14
O -0.85 1.82 2.27 0.16